This record from the Open Molecules 2025 dataset describes one molecule with the formula C5H7B. The level of theory is ωB97M-V/def2-TZVPD.

As for the SMILES: C1=C[C@@H]2CB2C1. The HOMO energy is -8.54 eV. For the molar mass, the calculation gives 77.92 g/mol. The energy above the lowest of the compared OMol25 structures with the same formula, charge and spin comes out at 43.0 kcal per mole. Its multiplicity is 1. As for the charge: 0. The calculation puts the HOMO-LUMO gap at 8.61 eV.

```
13
C5H7B (ωB97M-V/def2-TZVPD)
C 1.43 -0.24 -0.05
C 0.43 -1.14 0.08
C -0.87 -0.64 0.60
C -1.74 0.24 -0.32
B -0.54 0.88 0.53
C 1.01 1.20 0.41
H 2.30 -0.51 -0.53
H 0.77 -2.09 0.03
H -1.13 -1.30 1.43
H -2.84 0.40 -0.09
H -1.73 0.18 -1.36
H 1.36 1.82 -0.41
H 1.53 1.50 1.29
```